Entry from OMol25: a 10-piece molecular cluster, C55H125N5O15 overall at a distorted geometry (ωB97M-V/def2-TZVPD).

The geometry in XYZ format:
```
200
Properties=species:S:1:pos:R:3
C -3.318 4.141 6.641
C -1.941 3.510 6.875
C -2.178 2.198 7.593
C -1.007 1.286 7.653
C -0.554 0.911 6.246
C -0.278 2.203 5.360
N -1.324 3.241 5.535
O -1.231 4.404 4.691
C 1.060 2.799 5.735
C -0.228 1.744 3.956
C -1.000 4.415 7.688
H -3.213 5.211 6.825
H -4.099 3.843 7.341
H -3.690 4.049 5.622
H -2.392 2.373 8.648
H -3.014 1.710 7.092
H -1.384 0.436 8.222
H -0.331 1.794 8.342
H -1.337 0.271 5.839
H 0.349 0.308 6.342
H 1.308 2.740 6.794
H 1.821 2.367 5.083
H 1.265 3.835 5.459
H -0.048 2.630 3.346
H 0.544 1.015 3.712
H -1.189 1.325 3.658
H -0.021 3.954 7.816
H -1.404 4.503 8.697
H -0.778 5.372 7.216
H -0.560 4.947 5.117
C -2.180 3.438 -0.272
C -1.266 4.738 -0.382
C -0.054 4.582 -1.307
C -0.432 4.625 -2.788
C -1.093 5.972 -3.055
C -2.275 6.272 -2.188
N -1.937 6.012 -0.748
O -2.996 6.289 0.155
C -2.557 7.774 -2.391
C -3.552 5.519 -2.653
C -0.675 4.944 1.066
H -3.030 3.784 0.316
H -1.704 2.656 0.318
H -2.600 3.083 -1.213
H 0.712 5.330 -1.098
H 0.398 3.610 -1.108
H -1.126 3.786 -2.859
H 0.311 4.370 -3.544
H -1.439 5.992 -4.089
H -0.281 6.682 -2.894
H -2.870 8.065 -3.393
H -3.302 8.148 -1.687
H -1.645 8.326 -2.162
H -3.401 4.440 -2.693
H -4.349 5.652 -1.920
H -4.030 5.897 -3.556
H 0.044 4.211 1.431
H -1.407 5.143 1.849
H -0.142 5.896 1.065
H -2.890 7.175 0.510
C -2.911 -4.567 -2.890
C -1.437 -4.796 -2.507
C -0.993 -3.554 -1.679
C 0.416 -3.850 -1.032
C 0.280 -5.173 -0.220
C -0.110 -6.431 -1.009
N -1.320 -6.060 -1.759
O -1.908 -7.117 -2.353
C 1.047 -6.789 -1.894
C -0.415 -7.549 0.023
C -0.660 -4.749 -3.868
H -3.509 -5.396 -3.269
H -3.111 -3.913 -3.741
H -3.455 -4.077 -2.082
H -0.812 -2.627 -2.222
H -1.675 -3.295 -0.869
H 0.701 -3.097 -0.297
H 1.244 -3.950 -1.733
H -0.400 -4.979 0.610
H 1.259 -5.256 0.254
H 0.709 -7.597 -2.544
H 1.338 -5.989 -2.575
H 1.830 -7.198 -1.257
H -0.515 -8.546 -0.405
H 0.285 -7.502 0.857
H -1.411 -7.421 0.448
H 0.373 -4.398 -3.855
H -1.015 -4.062 -4.636
H -0.745 -5.712 -4.373
H -2.610 -7.321 -1.730
C 1.501 1.191 -6.401
C 0.038 0.946 -5.768
C -0.913 1.975 -6.346
C -1.230 1.715 -7.765
C -1.809 0.263 -7.945
C -0.847 -0.826 -7.337
N -0.474 -0.429 -5.926
O 0.234 -1.418 -5.199
C -1.639 -2.122 -7.320
C 0.347 -0.975 -8.232
C 0.070 1.380 -4.242
H 1.668 1.488 -7.437
H 2.029 0.251 -6.232
H 2.099 1.944 -5.886
H -1.836 1.978 -5.765
H -0.446 2.950 -6.205
H -0.397 1.866 -8.451
H -2.024 2.381 -8.105
H -2.019 0.066 -8.997
H -2.747 0.288 -7.389
H -1.957 -2.495 -8.293
H -1.000 -2.863 -6.838
H -2.430 -2.024 -6.576
H 0.662 -0.068 -8.749
H 1.242 -1.335 -7.725
H 0.116 -1.553 -9.127
H 0.657 2.225 -3.887
H 0.515 0.568 -3.665
H -0.972 1.429 -3.925
H 0.960 -1.655 -5.785
C 2.675 -4.550 2.704
C 3.813 -3.598 2.234
C 3.186 -2.174 2.187
C 2.973 -1.479 3.484
C 4.223 -1.463 4.283
C 4.877 -2.849 4.468
N 4.976 -3.576 3.157
O 5.619 -4.760 3.264
C 6.300 -2.543 4.992
C 4.170 -3.660 5.593
C 4.177 -3.918 0.810
H 1.743 -4.287 2.204
H 2.599 -4.528 3.790
H 2.900 -5.562 2.366
H 3.760 -1.594 1.464
H 2.158 -2.067 1.836
H 2.213 -1.933 4.123
H 2.584 -0.463 3.404
H 4.004 -1.047 5.267
H 4.886 -0.711 3.853
H 6.905 -3.450 4.993
H 6.787 -1.851 4.305
H 6.350 -2.215 6.030
H 4.590 -3.416 6.568
H 3.118 -3.373 5.611
H 4.227 -4.735 5.422
H 4.604 -3.173 0.138
H 3.322 -4.278 0.237
H 4.844 -4.780 0.820
H 6.495 -4.632 2.890
C 3.188 -1.447 -3.489
C 3.428 -2.615 -4.505
O 2.715 -2.635 -5.770
O 1.895 -1.606 -2.989
H 3.271 -0.472 -3.970
H 3.874 -1.583 -2.653
H 3.173 -3.531 -3.972
H 4.505 -2.602 -4.682
H 3.092 -3.348 -6.291
H 1.303 -1.386 -3.714
C 4.399 3.317 -2.366
C 3.730 2.120 -1.713
O 2.902 2.399 -0.599
O 5.573 2.757 -3.021
H 4.615 4.119 -1.659
H 3.689 3.735 -3.080
H 4.503 1.464 -1.310
H 3.195 1.600 -2.508
H 2.501 1.574 -0.311
H 5.635 3.079 -3.924
C -0.350 0.356 0.984
C 0.130 0.004 -0.386
O 1.546 -0.034 -0.427
O -1.745 0.378 1.020
H 0.085 1.310 1.289
H 0.135 -0.263 1.739
H -0.242 0.691 -1.148
H -0.223 -0.982 -0.693
H 1.695 -0.624 -1.170
H -2.013 0.050 1.883
C -4.318 1.447 3.984
C -4.763 2.703 3.345
O -6.040 3.184 3.744
O -5.423 0.495 3.955
H -4.119 1.627 5.041
H -3.408 1.015 3.571
H -4.813 2.542 2.268
H -3.924 3.368 3.553
H -6.270 3.916 3.168
H -6.207 0.972 4.237
C -4.082 -2.381 2.221
C -2.707 -2.939 2.457
O -1.990 -1.906 3.079
O -4.800 -2.285 3.438
H -4.627 -2.978 1.487
H -4.005 -1.408 1.734
H -2.233 -3.267 1.530
H -2.804 -3.784 3.139
H -1.427 -2.155 3.815
H -5.248 -1.435 3.447
```

Output
**Kohn-Sham gap**: 0.3057 Ha
**SMILES string**: CC1(C)CCCC(C)(C)N1O.CC1(C)CCCC(C)(C)N1O.CC1(C)CCCC(C)(C)N1O.CC1(C)CCCC(C)(C)N1O.CC1(C)CCCC(C)(C)N1O.OCCO.OCCO.OCCO.OCCO.OCCO
**Charge**: 0
**LUMO level**: 0.33 eV

Entry from OMol25: the molecule C6H12Cl2S at a distorted geometry (ωB97M-V/def2-TZVPD).

The geometry in XYZ format:
```
21
Properties=species:S:1:pos:R:3
Cl -2.409 -0.971 4.380
Cl 1.084 -3.140 -3.858
S -0.348 -0.199 0.122
C -0.993 -0.979 3.205
C 1.771 -2.060 -2.638
C 0.224 0.577 1.608
C 1.144 -0.556 -0.794
C -0.959 0.452 2.552
C 0.607 -1.669 -1.728
H -1.128 -1.756 2.333
H -0.079 -1.298 3.790
H 2.189 -1.229 -3.118
H 2.642 -2.563 -2.130
H 0.425 1.616 1.437
H 1.117 -0.037 2.012
H 1.452 0.286 -1.239
H 1.938 -0.847 -0.097
H -0.903 1.183 3.402
H -1.925 0.576 2.139
H -0.253 -1.370 -2.291
H 0.269 -2.574 -1.218
```

Output
**Kohn-Sham gap**: 0.3516 Ha
**SMILES string**: ClCCCSCCCCl
**Charge**: 0
**LUMO level**: 0.76 eV

Entry from OMol25: C39H82B3O13P as an isolated structure at a distorted geometry (ωB97M-V/def2-TZVPD).

The geometry in XYZ format:
```
138
Properties=species:S:1:pos:R:3
C -1.520 -6.166 0.990
C -0.861 -4.772 0.672
C -0.986 -4.366 -0.834
C 0.334 -4.522 -1.651
C 1.438 -3.499 -1.262
C 1.023 -2.004 -1.557
C 0.601 -1.378 -0.199
C 0.180 0.126 -0.286
C -0.653 0.449 1.018
C -2.140 0.824 0.752
C -2.881 -0.125 -0.249
B -3.927 -1.122 0.432
O -4.176 -1.206 1.825
B -5.574 -1.356 1.980
O -6.382 -0.981 0.854
B -5.999 -1.862 -0.177
P -7.376 -2.859 -1.102
O -8.581 -2.884 -0.187
O -6.903 -4.417 -1.450
O -7.812 -2.183 -2.569
O -4.640 -2.003 -0.466
H -1.402 -6.871 0.147
H -0.955 -6.605 1.842
H -2.576 -6.074 1.301
H 0.186 -4.844 1.029
H -1.356 -3.987 1.284
H -1.398 -3.335 -0.895
H -1.772 -5.012 -1.286
H 0.709 -5.555 -1.471
H 0.072 -4.452 -2.730
H 1.566 -3.583 -0.158
H 2.427 -3.751 -1.691
H 0.214 -1.957 -2.317
H 1.877 -1.438 -1.987
H -0.260 -1.945 0.218
H 1.458 -1.428 0.506
H 1.036 0.812 -0.420
H -0.448 0.251 -1.199
H -0.121 1.227 1.608
H -0.643 -0.452 1.670
H -2.195 1.879 0.414
H -2.659 0.806 1.737
H -3.443 0.528 -0.958
H -2.213 -0.747 -0.879
H -6.091 -1.756 2.961
H -7.501 -4.710 -2.151
H -7.853 -1.225 -2.486
C 5.071 1.679 1.735
C 4.086 2.587 2.450
C 2.771 2.198 1.798
O 2.883 0.818 1.430
C 4.255 0.413 1.556
H 5.997 1.513 2.286
H 5.326 2.101 0.759
H 4.062 2.342 3.516
H 4.314 3.649 2.350
H 2.593 2.777 0.884
H 1.918 2.331 2.464
H 4.334 -0.239 2.435
H 4.551 -0.156 0.674
C 8.875 -2.551 1.126
C 7.750 -3.458 0.664
C 6.551 -2.529 0.733
O 7.039 -1.206 0.471
C 8.471 -1.217 0.522
H 9.865 -2.879 0.807
H 8.874 -2.483 2.218
H 7.924 -3.769 -0.370
H 7.628 -4.354 1.273
H 6.101 -2.532 1.732
H 5.778 -2.783 0.004
H 8.847 -1.115 -0.502
H 8.823 -0.366 1.107
C 0.913 -2.260 3.773
C 1.213 -0.772 3.750
C 1.915 -0.575 5.081
O 2.596 -1.803 5.375
C 2.141 -2.817 4.471
H 0.753 -2.692 2.784
H 0.020 -2.450 4.377
H 1.894 -0.545 2.928
H 0.330 -0.148 3.641
H 1.195 -0.386 5.886
H 2.635 0.247 5.060
H 2.947 -3.019 3.756
H 1.933 -3.734 5.026
C -3.037 -0.837 -5.545
C -2.747 0.653 -5.539
C -2.014 0.825 -4.220
O -1.319 -0.403 -3.974
C -1.788 -1.401 -4.890
H -3.217 -1.246 -6.539
H -3.913 -1.048 -4.925
H -2.085 0.906 -6.372
H -3.639 1.275 -5.613
H -2.714 0.989 -3.393
H -1.300 1.650 -4.239
H -0.998 -1.579 -5.629
H -1.977 -2.332 -4.353
C -2.749 2.667 5.546
C -3.486 1.416 5.989
C -2.913 0.366 5.052
O -1.571 0.773 4.753
C -1.374 2.117 5.207
H -2.717 3.451 6.303
H -3.220 3.079 4.648
H -3.225 1.177 7.023
H -4.571 1.497 5.922
H -3.471 0.324 4.110
H -2.902 -0.632 5.493
H -0.730 2.084 6.093
H -0.867 2.695 4.431
C -0.771 6.389 1.944
C 0.577 6.486 1.255
C 1.407 5.490 2.046
O 0.503 4.470 2.503
C -0.843 4.912 2.285
H -1.605 6.724 1.328
H -0.764 6.985 2.861
H 0.487 6.157 0.216
H 1.002 7.490 1.259
H 1.859 5.958 2.927
H 2.199 5.036 1.448
H -1.258 4.332 1.453
H -1.441 4.715 3.177
C 0.149 3.617 -8.669
C -0.828 4.505 -7.920
C -2.152 4.124 -8.560
O -2.036 2.752 -8.957
C -0.665 2.350 -8.862
H 1.084 3.444 -8.136
H 0.386 4.061 -9.640
H -0.835 4.238 -6.859
H -0.608 5.569 -8.001
H -2.346 4.721 -9.458
H -2.997 4.237 -7.879
H -0.568 1.682 -7.998
H -0.381 1.800 -9.760
```

Output
**Kohn-Sham gap**: 0.3260 Ha
**Charge**: 0
**LUMO level**: -0.09 eV

Entry from OMol25: C43H68BMoN8S3Si3 as an isolated structure (ωB97M-V/def2-TZVPD).

The geometry in XYZ format:
```
127
Properties=species:S:1:pos:R:3
Mo 0.343 -1.156 -0.219
C 6.337 -2.520 3.257
C 5.067 -2.677 2.426
C 4.184 -3.736 3.084
C 5.465 -3.055 1.000
N 4.345 -1.359 2.401
C 4.767 -0.229 3.081
C 3.889 0.753 2.818
N 2.920 0.251 1.970
B 1.709 1.010 1.394
N 0.661 1.278 2.496
C 0.822 2.249 3.463
C -0.221 2.170 4.307
N -1.039 1.144 3.861
C -0.488 0.624 2.733
S -1.173 -0.620 1.761
C -2.288 0.699 4.562
C -2.471 1.539 5.823
C -3.493 0.921 3.650
C -2.145 -0.765 4.975
N 2.074 2.316 0.686
C 3.208 3.103 0.768
C 3.046 4.146 -0.064
N 1.816 4.003 -0.686
C 1.221 2.874 -0.216
S -0.267 2.185 -0.669
C 1.217 4.997 -1.627
C 2.227 6.114 -1.882
C -0.034 5.589 -0.981
C 0.899 4.319 -2.961
C 3.195 -1.055 1.748
S 2.252 -2.212 0.875
H 6.855 -3.477 3.256
H 6.120 -2.266 4.295
H 7.013 -1.776 2.834
H 4.764 -4.650 3.205
H 3.304 -3.967 2.489
H 3.861 -3.403 4.072
H 6.049 -3.974 1.031
H 6.083 -2.271 0.558
H 4.602 -3.220 0.361
H 5.655 -0.208 3.679
H 3.872 1.761 3.188
H 1.236 0.323 0.554
H 1.656 2.928 3.463
H -0.445 2.760 5.173
H -2.647 2.591 5.596
H -1.620 1.451 6.499
H -3.348 1.164 6.349
H -3.526 1.959 3.313
H -4.405 0.712 4.209
H -3.465 0.267 2.783
H -1.330 -0.878 5.691
H -1.957 -1.414 4.124
H -3.070 -1.087 5.455
H 4.071 2.834 1.347
H 3.723 4.945 -0.288
H 2.466 6.667 -0.973
H 1.780 6.815 -2.584
H 3.147 5.735 -2.328
H 0.218 6.068 -0.033
H -0.781 4.819 -0.799
H -0.462 6.342 -1.643
H 1.767 3.767 -3.326
H 0.646 5.087 -3.692
H 0.064 3.630 -2.865
C 3.602 0.273 -1.459
Si 2.110 -0.750 -2.039
C 2.875 -2.414 -2.580
C 1.681 0.145 -3.661
C -0.759 -2.501 -1.067
Si -1.226 -4.055 -0.088
C -0.802 -5.580 -1.100
C -3.076 -4.042 0.270
C -0.464 -4.242 1.620
Si -1.531 -2.464 -2.741
C -0.408 -3.262 -4.000
C -3.247 -3.190 -2.970
C -1.847 -0.670 -3.456
C -1.533 -0.409 -4.785
C -1.719 0.841 -5.347
C -2.194 1.873 -4.553
C -2.534 1.590 -3.256
N -2.402 0.348 -2.754
H 4.308 0.339 -2.291
H 4.130 -0.181 -0.617
H 3.330 1.292 -1.185
H 3.948 -2.417 -2.368
H 2.756 -2.573 -3.653
H 2.431 -3.267 -2.066
H 2.623 0.403 -4.152
H 1.119 1.070 -3.504
H 1.120 -0.485 -4.349
H -1.389 -5.640 -2.018
H -1.009 -6.482 -0.520
H 0.255 -5.593 -1.375
H -3.693 -4.324 -0.580
H -3.400 -3.057 0.619
H -3.281 -4.752 1.074
H 0.534 -3.829 1.740
H -0.415 -5.307 1.861
H -1.108 -3.762 2.359
H -0.031 -4.203 -3.598
H 0.458 -2.639 -4.217
H -0.931 -3.484 -4.933
H -3.219 -4.279 -2.908
H -3.606 -2.928 -3.969
H -3.980 -2.839 -2.243
H -1.122 -1.211 -5.382
H -1.483 1.013 -6.389
H -2.317 2.877 -4.931
H -2.931 2.335 -2.582
C -2.912 0.125 -1.379
C -4.239 0.788 -1.140
C -5.329 0.545 -1.972
C -6.546 1.153 -1.725
C -6.677 2.009 -0.631
C -5.595 2.246 0.209
C -4.377 1.638 -0.052
C -7.934 2.664 -0.381
N -8.934 3.193 -0.188
H -2.984 -0.950 -1.225
H -2.172 0.510 -0.672
H -5.232 -0.131 -2.814
H -7.397 0.965 -2.363
H -5.708 2.909 1.056
H -3.523 1.829 0.587
```

Output
**Spin multiplicity**: 3
**Kohn-Sham gap (alpha / beta)**: 0.2340 / 0.2492 Ha
**Charge**: +1
**LUMO level (alpha / beta)**: -2.81 / -2.81 eV